Here is a molecular structure, C12H34GaN2O5S in a non-equilibrium geometry from OMol25. Energies are from ωB97M-V/def2-TZVPD.

Cartesian coordinates (Å):
O -0.699 4.751 -1.682
Ga -0.233 3.869 -0.034
S 0.865 5.241 1.464
H 0.119 5.230 -2.028
H 0.628 2.520 -0.269
H -1.663 3.506 0.660
H -0.058 5.977 2.257
C 1.574 -0.895 -0.960
O 2.389 0.095 -1.575
C 3.620 -0.429 -2.088
C 3.621 -0.400 -3.625
N 2.686 -1.387 -4.175
C 2.443 -1.229 -5.614
C 1.774 0.080 -6.079
O 0.420 0.226 -5.645
C 0.275 0.772 -4.341
H 0.741 -0.389 -0.464
H 1.160 -1.577 -1.706
H 2.136 -1.457 -0.208
H 3.837 -1.433 -1.703
H 4.413 0.237 -1.731
H 4.631 -0.619 -3.990
H 3.355 0.613 -3.936
H 1.795 -1.308 -3.691
H 1.796 -2.062 -5.913
H 3.389 -1.361 -6.151
H 1.731 0.047 -7.174
H 2.364 0.970 -5.833
H 1.067 1.484 -4.094
H 0.235 -0.031 -3.603
H -0.685 1.299 -4.299
C -3.162 -3.289 4.811
O -3.793 -2.140 4.260
C -3.731 -0.996 5.121
C -2.804 0.077 4.527
N -1.400 -0.346 4.578
C -0.500 0.506 3.792
C -0.722 0.554 2.267
O -0.440 -0.678 1.600
C -1.518 -1.604 1.593
H -3.392 -4.144 4.169
H -2.077 -3.163 4.833
H -3.536 -3.500 5.817
H -3.437 -1.261 6.143
H -4.746 -0.587 5.166
H -2.920 1.008 5.092
H -3.125 0.257 3.497
H -1.326 -1.297 4.225
H 0.516 0.134 3.973
H -0.534 1.525 4.194
H -0.007 1.279 1.861
H -1.714 0.931 1.994
H -2.493 -1.112 1.563
H -1.446 -2.265 2.458
H -1.421 -2.230 0.698

Summary:
Charge = -1
Total energy = -3286.249093 Eh
Frontier orbital gap = 0.271 Eh
LUMO = 0.09458 Ha